{
  "formula": "C32H47Cl3GaN3O3SSi",
  "method": "ωB97M-V with the def2-TZVPD basis set",
  "homo_energy_ev": -3.322,
  "lumo_energy_ev": -0.05,
  "gap_ev": 3.27,
  "e_tot_ev": -153215.395,
  "e_above_lowest_ev": 5.2809,
  "species": ["C", "C", "H", "H", "H", "C", "C", "H", "H", "H", "H", "Ga", "Cl", "Cl", "H", "H", "C", "C", "N", "H", "C", "O", "H", "H", "H", "H", "H", "H", "C", "C", "N", "H", "C", "O", "H", "H", "H", "H", "O", "C", "C", "C", "H", "C", "H", "C", "H", "C", "C", "H", "H", "H", "Si", "Cl", "C", "C", "C", "H", "H", "H", "H", "H", "H", "H", "H", "H", "N", "S", "C", "C", "C", "C", "C", "C", "C", "C", "C", "C", "C", "C", "H", "H", "H", "H", "H", "H", "H", "H", "H", "H", "H"],
  "positions_angstrom": [[-1.92, -2.25, -4.68], [-1.04, -2.87, -3.59], [-1.94, -2.91, -5.57], [-1.53, -1.25, -4.91], [-2.99, -2.17, -4.37], [-0.59, -4.18, -3.69], [-0.32, -4.93, -4.94], [-0.54, -4.77, -2.78], [0.18, -4.33, -5.71], [-1.21, -5.39, -5.41], [0.32, -5.76, -4.62], [-0.87, 1.85, 0.25], [-3.08, 1.82, 0.22], [1.15, 2.78, -0.18], [0.78, 4.95, 3.09], [-1.34, 7.23, 2.55], [0.73, 5.23, 2.04], [-1.13, 6.81, 1.55], [-0.64, 5.45, 1.62], [1.17, 4.44, 1.44], [-1.47, 4.42, 1.53], [-1.07, 3.24, 1.77], [-2.05, 6.83, 0.97], [-2.49, 4.64, 1.18], [1.29, 6.16, 1.88], [-0.37, 7.46, 1.09], [2.20, -0.80, -3.20], [2.62, -3.56, -2.80], [2.89, -0.64, -2.36], [3.43, -3.08, -2.25], [2.96, -1.87, -1.57], [2.54, 0.17, -1.72], [2.85, -1.82, -0.23], [2.48, -0.81, 0.41], [3.81, -3.78, -1.50], [3.13, -2.77, 0.26], [3.90, -0.42, -2.74], [4.24, -2.82, -2.96], [-0.06, -1.84, -3.03], [-1.16, -2.12, -2.21], [0.17, -3.60, -0.61], [-1.01, -2.92, -0.95], [1.03, -3.51, -1.29], [0.27, -4.37, 0.56], [-1.87, -1.26, -2.21], [-2.08, -3.00, -0.03], [1.22, -4.84, 0.85], [-0.86, -4.54, 1.37], [-2.03, -3.83, 1.08], [-2.99, -2.42, -0.23], [-0.84, -5.17, 2.26], [-2.90, -3.92, 1.74], [-0.43, 2.69, -3.23], [-0.69, 0.87, -1.79], [1.35, 3.19, -3.32], [-1.33, 4.10, -2.37], [-1.27, 2.38, -4.82], [2.03, 2.34, -3.24], [1.61, 3.92, -2.54], [1.51, 3.68, -4.28], [-0.58, 1.91, -5.54], [-1.59, 3.35, -5.23], [-2.17, 1.75, -4.71], [-0.98, 4.31, -1.36], [-2.43, 3.95, -2.32], [-1.14, 4.99, -2.97], [-0.18, 0.26, 1.13], [-0.94, -0.23, 2.46], [-0.08, -1.58, 3.26], [-0.88, -2.35, 4.12], [-0.31, -3.40, 4.82], [1.04, -3.70, 4.63], [1.82, -2.95, 3.75], [1.28, -1.86, 3.08], [-0.56, 1.08, 3.61], [0.72, 1.62, 3.66], [1.00, 2.61, 4.60], [-0.01, 3.05, 5.47], [-1.30, 2.53, 5.37], [-1.59, 1.56, 4.42], [0.74, -0.18, 0.96], [-1.94, -2.09, 4.20], [-0.93, -3.97, 5.50], [1.49, -4.53, 5.18], [2.87, -3.19, 3.59], [1.88, -1.24, 2.41], [1.48, 1.29, 2.94], [2.01, 3.03, 4.65], [0.23, 3.79, 6.23], [-2.10, 2.88, 6.03], [-2.60, 1.15, 4.27]]
}

***

{
  "formula": "C32H47FMgN5O6P2",
  "method": "ωB97M-V with the def2-TZVPD basis set",
  "homo_energy_ev": -4.644,
  "lumo_energy_ev": 2.47,
  "gap_ev": 7.12,
  "e_tot_ev": -80431.333,
  "total_charge": -1,
  "species": ["Mg", "C", "C", "C", "P", "C", "C", "C", "C", "C", "C", "C", "C", "C", "N", "C", "C", "C", "C", "C", "C", "P", "C", "C", "C", "C", "C", "C", "H", "H", "H", "H", "H", "H", "H", "H", "H", "H", "H", "H", "H", "H", "H", "H", "H", "H", "H", "H", "H", "H", "H", "H", "H", "H", "H", "H", "H", "H", "H", "H", "H", "H", "H", "H", "N", "C", "C", "O", "O", "H", "H", "H", "H", "F", "C", "C", "N", "C", "C", "O", "O", "C", "O", "N", "C", "O", "H", "H", "H", "H", "N", "H", "H", "H"],
  "positions_angstrom": [[0.35, -0.24, 0.39], [3.52, 2.03, 2.30], [2.38, 3.04, 2.12], [1.65, 3.26, 3.44], [1.35, 2.46, 0.65], [2.12, 3.48, -0.69], [1.42, 3.15, -2.01], [3.63, 3.25, -0.83], [-0.25, 3.29, 0.91], [-0.32, 4.64, 1.28], [-1.49, 5.24, 1.70], [-2.63, 4.45, 1.79], [-2.60, 3.13, 1.41], [-1.44, 2.51, 0.87], [-1.47, 1.19, 0.41], [-2.67, 0.78, -0.18], [-3.54, 1.67, -0.85], [-4.73, 1.26, -1.41], [-5.13, -0.08, -1.35], [-4.26, -0.98, -0.77], [-3.04, -0.59, -0.21], [-1.84, -1.80, 0.42], [-2.80, -2.47, 1.86], [-3.04, -1.36, 2.89], [-2.17, -3.70, 2.51], [-1.92, -3.24, -0.77], [-2.04, -2.84, -2.24], [-0.64, -4.07, -0.58], [4.34, 2.47, 2.87], [3.92, 1.64, 1.36], [3.17, 1.16, 2.87], [2.80, 4.00, 1.82], [1.27, 2.33, 3.87], [0.81, 3.95, 3.36], [2.36, 3.68, 4.17], [1.93, 4.52, -0.43], [1.59, 2.11, -2.28], [1.82, 3.77, -2.81], [0.34, 3.33, -1.95], [3.86, 2.19, -0.97], [4.19, 3.62, 0.03], [3.99, 3.79, -1.71], [0.60, 5.22, 1.28], [-1.50, 6.29, 1.97], [-3.55, 4.87, 2.18], [-3.51, 2.53, 1.50], [-3.26, 2.71, -0.93], [-5.36, 1.99, -1.92], [-6.07, -0.40, -1.78], [-4.52, -2.03, -0.75], [-3.77, -2.75, 1.43], [-2.12, -1.12, 3.42], [-3.77, -1.69, 3.63], [-3.42, -0.45, 2.42], [-1.13, -3.53, 2.81], [-2.19, -4.57, 1.85], [-2.74, -3.97, 3.41], [-2.79, -3.84, -0.49], [-1.20, -2.22, -2.54], [-2.95, -2.29, -2.46], [-2.02, -3.74, -2.86], [0.23, -3.49, -0.88], [-0.68, -4.96, -1.22], [-0.46, -4.39, 0.44], [0.29, 0.08, 2.66], [0.73, -1.13, 3.39], [1.21, -2.22, 2.43], [1.49, -3.32, 2.92], [1.26, -1.88, 1.21], [1.01, 0.79, 2.71], [-0.56, 0.49, 3.01], [-0.10, -1.54, 3.96], [1.53, -0.92, 4.10], [0.27, -2.00, -4.93], [1.42, -2.43, -4.39], [1.74, -2.16, -3.12], [2.92, -2.58, -2.54], [3.23, -2.20, -1.14], [3.10, -0.70, -0.94], [4.13, -0.03, -0.86], [1.91, -0.23, -0.88], [3.83, -3.33, -3.25], [4.88, -3.75, -2.81], [3.45, -3.60, -4.56], [2.31, -3.20, -5.24], [2.13, -3.48, -6.41], [1.09, -1.56, -2.49], [4.25, -2.50, -0.96], [2.55, -2.71, -0.46], [4.12, -4.13, -5.09], [-0.60, 0.26, -2.40], [-0.24, 1.10, -1.94], [-1.61, 0.34, -2.36], [-0.33, 0.36, -3.38]]
}

***

{
  "formula": "C32H47N3O7SSi2TeY",
  "method": "ωB97M-V with the def2-TZVPD basis set",
  "homo_energy_ev": -4.887,
  "lumo_energy_ev": 2.00,
  "gap_ev": 6.88,
  "e_tot_ev": -87682.716,
  "e_above_lowest_ev": 0.8133,
  "total_charge": -1,
  "species": ["Y", "O", "C", "O", "C", "O", "C", "C", "O", "O", "H", "H", "H", "H", "H", "C", "C", "C", "C", "C", "C", "C", "S", "C", "O", "H", "H", "H", "H", "H", "H", "H", "H", "H", "H", "C", "C", "C", "C", "C", "C", "Te", "C", "C", "C", "H", "H", "H", "H", "H", "H", "H", "H", "H", "H", "H", "N", "C", "O", "C", "C", "N", "C", "N", "H", "H", "C", "Si", "C", "C", "C", "Si", "C", "C", "C", "H", "H", "H", "H", "H", "H", "H", "H", "H", "H", "H", "H", "H", "H", "H", "H", "H", "H", "H"],
  "positions_angstrom": [[11.37, 13.45, 11.56], [11.00, 11.47, 8.18], [11.05, 10.98, 9.38], [11.76, 11.43, 10.25], [10.10, 9.78, 9.65], [9.78, 9.75, 10.99], [8.45, 10.25, 11.29], [8.32, 11.71, 11.55], [7.19, 12.06, 11.77], [9.36, 12.53, 11.46], [11.50, 12.31, 8.20], [10.61, 8.88, 9.37], [9.20, 9.90, 9.03], [8.08, 9.73, 12.17], [7.77, 9.97, 10.51], [13.62, 6.55, 13.11], [13.17, 7.83, 13.73], [11.91, 8.40, 13.37], [11.61, 9.67, 13.82], [12.49, 10.41, 14.63], [13.66, 9.79, 15.07], [13.92, 8.51, 14.69], [11.92, 12.13, 14.91], [10.54, 11.71, 16.02], [11.17, 12.47, 13.63], [14.70, 6.37, 13.11], [13.38, 6.43, 12.10], [13.14, 5.71, 13.60], [11.29, 7.88, 12.67], [10.79, 10.14, 13.33], [14.45, 10.17, 15.66], [14.81, 7.99, 14.97], [9.66, 11.54, 15.40], [10.48, 12.62, 16.63], [10.83, 10.90, 16.68], [6.73, 18.72, 7.54], [7.89, 17.79, 7.68], [7.68, 16.41, 7.94], [8.74, 15.55, 8.17], [8.38, 14.13, 8.43], [10.04, 16.04, 8.33], [11.87, 14.84, 8.72], [10.30, 17.41, 8.06], [11.65, 18.10, 8.09], [9.21, 18.22, 7.72], [6.88, 19.68, 6.96], [6.14, 18.94, 8.42], [5.95, 18.14, 6.99], [6.67, 16.05, 8.09], [7.39, 13.84, 7.99], [8.37, 13.92, 9.48], [9.12, 13.56, 7.93], [12.37, 17.40, 7.73], [11.97, 18.35, 9.13], [11.61, 19.08, 7.60], [9.40, 19.23, 7.42], [8.95, 16.88, 11.62], [9.12, 15.74, 12.45], [10.18, 15.06, 12.35], [8.03, 15.46, 13.29], [6.93, 16.28, 13.44], [6.04, 17.02, 13.53], [8.12, 14.27, 14.09], [8.18, 13.40, 14.84], [9.62, 16.98, 10.84], [8.05, 17.28, 11.49], [12.76, 17.09, 11.71], [13.76, 15.82, 12.73], [15.45, 16.54, 12.98], [12.81, 15.89, 14.36], [13.75, 14.01, 12.22], [15.12, 13.11, 11.30], [14.88, 13.25, 9.38], [16.77, 13.93, 11.57], [15.16, 11.36, 11.82], [12.72, 16.83, 10.65], [13.24, 18.13, 11.83], [11.67, 17.20, 11.89], [15.29, 17.57, 13.08], [16.03, 16.39, 12.10], [15.93, 16.13, 13.83], [12.63, 16.86, 14.78], [13.37, 15.39, 15.16], [11.89, 15.31, 14.28], [13.79, 13.47, 13.18], [14.23, 12.46, 9.03], [15.79, 13.34, 8.85], [14.35, 14.20, 9.21], [16.69, 14.99, 11.22], [17.68, 13.55, 11.10], [17.00, 14.13, 12.67], [14.17, 10.91, 11.81], [15.31, 11.31, 12.89], [15.89, 10.57, 11.41]]
}

***

{
  "formula": "C32H48BHgN10O4S",
  "method": "ωB97M-V with the def2-TZVPD basis set",
  "homo_energy_ev": [-1.595, -2.814],
  "lumo_energy_ev": [3.73, 3.73],
  "gap_ev": [5.33, 6.54],
  "e_tot_ev": -72745.757,
  "total_charge": -2,
  "multiplicity": 2,
  "s2": 0.75,
  "species": ["Hg", "C", "C", "C", "C", "N", "N", "B", "N", "N", "C", "C", "C", "C", "C", "C", "C", "C", "N", "N", "C", "C", "C", "C", "C", "C", "C", "C", "C", "C", "C", "C", "H", "H", "H", "H", "H", "H", "H", "H", "H", "H", "H", "H", "H", "H", "H", "H", "H", "H", "H", "H", "H", "H", "H", "H", "H", "H", "H", "H", "H", "H", "H", "H", "H", "H", "H", "H", "H", "H", "H", "H", "O", "C", "O", "C", "C", "C", "N", "C", "C", "C", "O", "O", "H", "H", "H", "N", "N", "C", "N", "S", "H", "H", "H", "H", "H"],
  "positions_angstrom": [[0.86, 0.43, 0.45], [-1.97, -4.31, -2.29], [-0.92, -3.71, -1.41], [0.04, -4.37, -0.68], [0.81, -3.35, -0.07], [0.31, -2.17, -0.40], [-0.73, -2.38, -1.22], [-1.52, -1.22, -1.91], [-2.38, -0.38, -0.94], [-1.90, 0.55, -0.08], [-2.91, 0.97, 0.64], [-4.10, 0.31, 0.25], [-3.71, -0.53, -0.77], [-4.61, -1.44, -1.55], [-2.79, 2.04, 1.71], [-1.33, 2.40, 1.97], [-3.43, 1.53, 3.01], [-3.57, 3.28, 1.24], [-0.55, -0.42, -2.80], [0.58, 0.19, -2.35], [1.26, 0.56, -3.42], [0.55, 0.25, -4.59], [-0.59, -0.38, -4.15], [-1.69, -0.96, -4.99], [2.65, 1.17, -3.35], [3.18, 1.22, -1.92], [2.62, 2.58, -3.95], [3.59, 0.29, -4.18], [1.99, -3.54, 0.85], [2.51, -4.97, 0.75], [1.55, -3.27, 2.30], [3.13, -2.58, 0.48], [-1.84, -5.39, -2.30], [-2.98, -4.09, -1.95], [-1.89, -3.95, -3.32], [0.17, -5.44, -0.62], [-2.30, -1.75, -2.64], [-5.10, 0.44, 0.64], [-5.64, -1.23, -1.29], [-4.49, -1.30, -2.63], [-4.41, -2.49, -1.33], [-0.78, 1.54, 2.35], [-0.83, 2.73, 1.06], [-1.27, 3.20, 2.71], [-2.98, 0.58, 3.30], [-3.27, 2.24, 3.81], [-4.51, 1.38, 2.89], [-3.20, 3.62, 0.27], [-4.63, 3.06, 1.13], [-3.45, 4.10, 1.97], [0.83, 0.43, -5.62], [-1.49, -0.72, -6.04], [-1.75, -2.04, -4.89], [-2.66, -0.55, -4.72], [2.66, 1.97, -1.32], [3.06, 0.26, -1.42], [4.24, 1.47, -1.92], [1.90, 3.21, -3.43], [3.60, 3.05, -3.87], [2.34, 2.55, -5.01], [3.61, -0.72, -3.78], [3.27, 0.24, -5.23], [4.61, 0.70, -4.16], [1.77, -5.69, 1.12], [2.75, -5.23, -0.29], [3.42, -5.08, 1.34], [0.71, -3.91, 2.57], [2.38, -3.46, 2.99], [1.25, -2.23, 2.41], [3.49, -2.79, -0.53], [2.82, -1.54, 0.52], [3.96, -2.68, 1.18], [2.74, 0.41, 7.90], [1.58, 0.29, 7.45], [0.49, 0.21, 8.06], [1.46, 0.21, 5.91], [0.27, -0.23, 5.32], [0.18, -0.29, 3.95], [1.18, 0.07, 3.14], [2.32, 0.49, 3.67], [2.50, 0.57, 5.06], [3.47, 0.83, 2.71], [4.55, 1.14, 3.23], [3.22, 0.76, 1.47], [-0.55, -0.51, 5.97], [-0.72, -0.65, 3.46], [3.44, 0.91, 5.45], [-0.87, 3.09, -1.73], [-1.11, 4.21, -0.90], [-0.24, 4.66, 0.02], [-0.75, 5.59, 0.89], [1.34, 4.16, 0.09], [0.15, 3.01, -1.79], [-1.16, 2.25, -1.23], [-2.09, 4.44, -0.82], [-1.59, 6.08, 0.68], [-0.08, 6.02, 1.50]]
}

***

{
  "formula": "C32H48ClN6OP2SYb",
  "method": "ωB97M-V with the def2-TZVPD basis set",
  "homo_energy_ev": [-13.760, -13.760],
  "lumo_energy_ev": [-4.57, -4.80],
  "gap_ev": [9.19, 8.96],
  "e_tot_ev": -118410.339,
  "e_above_lowest_ev": 0.2160,
  "total_charge": 2,
  "multiplicity": 2,
  "s2": 0.75,
  "species": ["Yb", "C", "C", "N", "C", "C", "C", "C", "C", "C", "C", "N", "C", "C", "N", "N", "H", "H", "H", "H", "H", "H", "H", "H", "H", "H", "H", "H", "H", "H", "H", "H", "H", "H", "C", "P", "C", "C", "C", "C", "C", "C", "C", "P", "C", "C", "H", "H", "H", "H", "H", "H", "H", "H", "H", "H", "H", "H", "H", "H", "H", "H", "C", "C", "C", "N", "C", "S", "N", "C", "O", "C", "C", "C", "C", "C", "C", "H", "H", "H", "H", "H", "H", "H", "H", "H", "H", "H", "H", "H", "H", "Cl"],
  "positions_angstrom": [[-1.19, -1.17, 0.45], [-4.39, -1.83, 1.37], [-4.51, -1.60, -0.14], [-3.49, -0.65, -0.60], [-3.30, -0.71, -2.06], [-2.34, -1.82, -2.42], [-1.99, -2.08, -3.74], [-1.13, -3.14, -4.00], [-0.66, -3.90, -2.94], [-1.03, -3.56, -1.65], [-0.51, -4.36, -0.47], [-0.61, -3.66, 0.83], [-1.55, -4.30, 1.76], [-2.97, -3.82, 1.47], [-3.06, -2.38, 1.72], [-1.86, -2.54, -1.40], [-5.19, -2.51, 1.68], [-4.52, -0.88, 1.89], [-5.53, -1.24, -0.36], [-4.36, -2.54, -0.67], [-3.81, 0.30, -0.37], [-2.89, 0.25, -2.40], [-4.25, -0.86, -2.58], [-2.36, -1.46, -4.54], [-0.84, -3.36, -5.01], [0.01, -4.73, -3.11], [0.53, -4.61, -0.69], [-1.07, -5.30, -0.44], [0.32, -3.71, 1.26], [-1.28, -4.03, 2.78], [-1.52, -5.40, 1.68], [-3.68, -4.38, 2.10], [-3.22, -4.01, 0.43], [-2.96, -2.26, 2.73], [0.87, -1.40, 4.31], [0.70, -0.83, 2.56], [2.43, -1.17, 2.03], [0.69, 1.00, 2.74], [1.86, 1.69, 3.07], [1.88, 3.07, 3.12], [0.73, 3.79, 2.82], [-0.44, 3.12, 2.51], [-0.48, 1.73, 2.50], [-2.05, 0.82, 2.24], [-3.26, 2.12, 1.79], [-2.53, 0.60, 4.00], [1.62, -0.79, 4.82], [1.22, -2.43, 4.30], [-0.06, -1.35, 4.86], [3.13, -1.03, 2.85], [2.69, -0.53, 1.19], [2.49, -2.21, 1.69], [2.76, 1.15, 3.29], [2.79, 3.59, 3.38], [0.74, 4.87, 2.84], [-1.32, 3.70, 2.29], [-3.31, 2.89, 2.56], [-4.25, 1.66, 1.72], [-3.02, 2.57, 0.82], [-2.44, 1.56, 4.52], [-1.89, -0.13, 4.50], [-3.56, 0.27, 4.06], [3.75, 3.66, 0.15], [2.76, 4.43, -0.71], [2.12, 3.54, -1.77], [1.20, 2.61, -1.14], [0.35, 1.76, -1.69], [-1.03, 1.37, -0.77], [0.42, 1.26, -2.94], [1.35, 1.24, -4.02], [0.87, 1.14, -5.12], [2.79, 1.24, -3.73], [3.65, 1.85, -4.65], [5.01, 1.82, -4.44], [5.53, 1.15, -3.35], [4.69, 0.49, -2.46], [3.32, 0.54, -2.64], [4.21, 4.33, 0.87], [4.54, 3.23, -0.46], [3.26, 2.86, 0.70], [3.28, 5.24, -1.22], [1.98, 4.88, -0.09], [2.90, 3.00, -2.31], [1.56, 4.15, -2.50], [0.98, 2.85, -0.18], [-0.45, 0.84, -3.25], [3.23, 2.35, -5.51], [5.67, 2.31, -5.14], [6.60, 1.10, -3.20], [5.10, -0.07, -1.64], [2.67, 0.01, -1.98], [0.91, -1.29, -0.75]]
}